144
Properties=species:S:1:pos:R:3:forces:R:3 method="wB97M-V/def2-TZVPD" charge=-1
O -18.763 -13.436 -12.982 0.163 -0.085 -0.489
C -14.032 -21.973 -9.126 0.324 -2.117 0.926
H -17.776 -19.206 -11.492 0.059 -0.258 0.205
H -20.969 -22.949 -10.154 -0.012 0.676 -1.142
H -12.970 -18.499 -15.724 1.291 0.423 0.402
H -21.460 -16.207 -13.313 0.728 0.449 -0.130
H -15.022 -21.623 -7.501 -0.695 0.420 0.112
N -15.057 -19.023 -11.896 -1.200 -1.055 -0.340
H -18.465 -20.216 -8.519 0.796 0.663 -0.329
C -11.205 -15.936 -6.302 -0.852 -0.040 0.090
O -19.028 -18.321 -7.677 0.349 -1.355 0.961
H -19.513 -14.719 -10.237 -0.084 -0.278 0.334
H -17.419 -17.576 -11.752 0.332 0.238 -0.880
O -12.223 -16.903 -6.367 0.297 -0.309 1.915
N -13.191 -18.474 -9.472 0.746 0.087 -0.002
H -13.908 -17.085 -15.559 0.439 0.909 0.327
H -15.448 -20.600 -8.946 -0.143 -0.002 0.874
H -11.752 -15.006 -6.457 0.775 0.665 0.057
N -13.806 -21.490 -10.318 1.501 0.628 -3.680
H -17.723 -15.471 -10.837 0.086 -0.026 -0.092
O -19.762 -17.932 -4.930 -0.240 -0.134 0.523
H -10.830 -17.107 -9.201 0.641 -0.256 -0.444
H -22.651 -23.410 -10.479 -0.164 -0.091 -0.251
H -17.507 -11.590 -11.380 -0.499 0.140 -0.483
C -23.218 -18.553 -10.321 -0.166 1.464 1.767
C -16.583 -21.867 -5.010 -0.212 -0.625 -1.114
H -12.804 -16.111 -8.184 0.383 0.289 -0.130
O -22.019 -17.897 -12.387 2.357 -0.424 0.734
C -18.740 -14.194 -12.017 1.073 1.554 -1.595
C -18.533 -17.560 -8.735 -1.750 1.723 -1.939
H -10.578 -18.948 -9.351 -0.087 0.313 -0.207
C -18.849 -13.572 -6.568 -1.516 2.699 0.419
O -15.453 -12.993 -8.324 1.621 -0.606 0.041
H -13.111 -21.941 -10.895 -0.331 -0.030 0.130
H -18.691 -18.166 -9.627 -0.759 -0.254 -0.894
H -17.230 -13.568 -7.813 -0.161 0.240 0.418
C -15.761 -12.326 -9.562 -0.609 -1.256 -0.374
H -21.815 -16.853 -10.506 0.352 0.068 -0.265
H -19.228 -17.932 -5.725 0.074 0.136 -0.774
H -14.714 -19.767 -4.461 -0.863 0.133 0.674
F -16.473 -16.685 -9.543 1.378 1.866 -2.099
F -16.381 -18.676 -8.895 1.420 -3.899 -2.079
H -20.585 -14.219 -5.676 0.472 0.015 -0.199
N -19.651 -14.180 -11.080 -2.572 0.539 2.179
H -10.434 -16.106 -7.053 0.086 0.221 -0.011
C -12.881 -17.003 -7.561 -0.045 -0.347 -1.301
H -19.728 -15.357 -6.705 -0.454 -0.134 0.061
H -20.415 -17.633 -13.694 -0.408 -0.031 -0.224
H -13.063 -19.465 -9.619 -0.011 -0.152 -0.585
H -15.900 -17.199 -14.079 0.885 0.218 0.725
N -23.987 -19.408 -11.109 -0.195 -1.569 -2.569
H -23.263 -19.690 -11.754 -0.254 -1.044 -0.933
C -14.312 -13.957 -8.472 -1.119 1.924 -0.221
H -14.180 -18.406 -9.277 -0.110 0.230 0.394
C -15.746 -18.275 -14.170 -0.998 -2.342 -1.056
H -23.222 -16.662 -11.635 -0.846 0.493 1.358
H -23.112 -22.941 -8.381 -0.408 -0.298 0.247
H -17.196 -9.533 -8.367 -0.202 -0.180 -0.091
C -17.308 -10.701 -10.781 0.748 -1.544 -0.336
H -19.145 -17.732 -4.226 0.080 0.132 0.211
H -16.112 -13.129 -10.209 -0.442 -0.029 -0.450
C -16.573 -23.389 -4.894 1.143 -1.839 0.162
C -16.175 -19.145 -12.906 1.488 3.340 0.713
H -15.685 -23.575 -4.289 0.499 -0.133 -0.053
H -18.268 -14.913 -7.965 -0.380 -0.492 -0.089
C -19.679 -20.520 -6.927 -0.711 -0.812 0.133
N -22.930 -25.161 -6.484 -0.796 -1.566 -1.057
H -17.345 -23.927 -3.201 -0.757 -0.075 0.432
H -18.279 -18.646 -12.998 -0.035 0.751 -0.119
H -14.106 -19.785 -5.940 -0.095 -0.762 -0.982
H -16.780 -21.474 -4.012 -0.280 0.284 -0.069
C -16.973 -17.560 -8.748 -3.861 1.768 3.657
H -16.141 -10.570 -7.691 -0.064 0.009 0.222
H -16.386 -25.363 -5.861 -0.017 0.069 0.583
N -17.751 -15.051 -11.756 1.752 -1.629 0.085
N -17.701 -23.880 -4.145 -0.767 0.820 1.653
H -20.482 -24.791 -5.464 -0.179 -0.495 -0.008
N -14.922 -21.309 -8.456 -2.186 1.758 1.466
H -22.160 -19.065 -8.469 -0.021 0.018 0.032
H -14.864 -11.983 -10.078 0.251 0.666 0.358
H -22.374 -25.873 -6.032 -0.004 -0.023 0.572
C -12.328 -18.200 -8.280 -1.801 -1.092 -1.714
H -18.036 -24.808 -4.363 0.319 0.071 -0.448
C -20.627 -24.308 -6.430 -0.004 0.618 1.138
H -20.154 -24.875 -7.231 -0.298 -0.026 0.085
H -15.824 -19.417 -5.851 -0.175 -0.019 0.123
C -17.464 -18.526 -12.285 0.133 -2.197 0.111
H -20.061 -23.393 -6.254 0.030 0.208 -0.394
C -15.042 -20.066 -5.456 0.616 1.031 0.833
H -19.775 -20.558 -5.841 0.131 0.794 0.033
C -10.886 -18.096 -8.745 -0.844 0.242 1.401
O -21.591 -24.257 -8.932 -1.063 -1.082 1.189
C -22.288 -19.476 -9.470 0.521 1.685 -0.243
H -14.191 -19.319 -12.323 0.213 0.315 -0.105
C -22.137 -23.996 -6.650 1.742 0.333 1.247
N -18.095 -14.013 -7.540 2.776 -0.526 -2.049
H -13.017 -17.665 -14.032 0.669 0.480 -0.357
C -22.178 -23.333 -7.978 0.647 -0.071 -1.112
H -14.967 -18.084 -11.534 0.136 0.107 -0.084
F -16.645 -17.264 -7.501 1.192 1.721 2.400
C -16.467 -24.307 -6.116 0.628 1.016 0.008
O -13.521 -22.967 -8.646 1.401 -1.073 0.151
H -14.425 -20.822 -10.756 0.044 0.216 -0.037
H -14.582 -14.865 -9.011 -0.350 0.033 0.066
H -21.523 -22.479 -7.806 0.147 0.346 -0.631
C -16.878 -11.281 -9.439 -0.329 1.044 0.855
H -17.348 -21.652 -5.757 -0.438 0.670 0.287
H -22.483 -23.312 -5.875 0.349 0.574 -0.102
H -18.202 -10.079 -10.746 0.215 0.032 0.167
H -24.593 -18.855 -11.698 -0.414 0.125 -0.143
H -16.388 -18.489 -15.024 -0.966 -0.139 0.258
H -17.751 -19.726 -6.864 0.634 -0.108 -0.704
O -19.209 -16.324 -8.759 2.567 -2.304 -0.165
N -16.458 -10.192 -8.572 1.257 0.428 0.252
H -10.789 -16.011 -5.297 0.067 0.249 -0.118
H -17.770 -11.684 -8.960 -0.028 -0.927 -0.256
H -20.132 -13.298 -10.972 -0.146 -0.306 -0.130
H -13.956 -17.128 -7.430 -0.134 -0.178 0.432
C -21.658 -23.789 -10.236 0.732 1.776 0.157
H -21.275 -24.445 -11.018 -0.171 -0.510 0.506
H -10.349 -18.129 -7.797 0.691 0.164 -0.243
O -15.331 -21.426 -5.500 0.557 -0.932 -0.510
H -16.915 -15.079 -12.322 -0.414 0.149 0.041
H -20.146 -16.827 -12.195 -0.385 0.208 0.397
H -22.953 -25.543 -7.418 -0.593 -0.427 -0.415
O -18.845 -12.408 -6.132 0.519 -0.359 0.328
H -21.298 -19.428 -9.924 0.220 -0.381 -0.025
C -13.503 -17.912 -14.976 0.309 0.489 -1.235
C -22.536 -17.357 -11.150 -0.565 -1.445 -0.334
H -13.880 -14.191 -7.499 -0.553 0.094 0.095
N -19.791 -14.456 -6.252 -1.436 -1.545 1.070
H -22.632 -20.507 -9.387 -0.198 0.204 -0.273
O -14.521 -18.760 -14.744 -2.531 -1.779 1.792
C -18.582 -19.698 -7.568 -1.337 0.405 1.103
H -24.030 -18.179 -9.698 0.708 1.091 0.812
H -20.640 -20.264 -7.374 -0.030 0.080 0.129
H -19.509 -21.571 -7.162 0.158 -0.118 -0.331
H -17.394 -24.224 -6.683 0.302 0.275 -0.642
H -16.466 -10.219 -11.279 -0.092 0.426 0.135
H -16.274 -20.213 -13.103 -0.200 0.227 -0.416
H -12.475 -19.060 -7.626 0.383 -0.018 0.491
H -13.547 -13.428 -9.040 0.182 -0.076 -0.123
C -20.928 -17.071 -12.914 -1.320 -0.857 0.091
H -15.518 -24.074 -6.598 -0.410 0.121 -0.911



143
Properties=species:S:1:pos:R:3:forces:R:3 method="wB97M-V/def2-TZVPD" charge=0 de_lowest_kcal_mol=97.6
C 5.296 -0.570 -3.260 -1.703 1.608 0.550
C -0.487 2.769 3.657 -0.454 0.655 0.040
H -5.360 0.011 4.019 -0.202 0.362 0.040
O 0.169 1.756 4.379 -0.608 0.029 0.610
H 2.176 5.584 -0.195 0.861 0.152 -0.283
H -1.457 -1.952 -5.176 0.771 0.071 0.502
H -2.643 0.432 2.650 0.321 0.420 0.353
C 1.052 0.924 3.664 -0.649 -0.951 -0.937
H 1.719 -5.579 -3.153 0.469 0.999 0.356
H 6.885 -0.714 -1.331 0.845 -0.611 0.131
C -0.267 -0.880 -7.252 -1.296 0.270 -0.535
O 1.108 3.538 -2.273 0.443 0.576 -0.564
H 0.344 -0.164 -7.803 0.515 -0.202 0.453
H 1.005 -1.543 5.057 0.149 0.047 -0.022
C 5.745 3.245 -0.701 0.325 -1.878 0.700
C -4.127 -1.392 6.071 -0.241 -1.833 0.310
C 1.162 -3.064 3.465 -0.578 0.836 1.123
H 4.933 6.197 -0.173 0.004 -0.355 0.608
O 1.872 -4.297 -4.901 0.021 1.581 1.914
C -6.329 -0.712 -3.098 0.608 -1.570 0.319
H -7.980 -2.580 6.724 0.017 -0.670 0.405
C 5.994 -1.269 -1.038 1.252 0.706 -1.337
O -6.554 -1.329 6.086 -1.031 1.664 0.634
H 1.341 -1.079 -4.019 -0.122 0.219 -0.309
H -3.765 -1.894 4.215 0.091 0.125 -0.545
C 1.958 -1.858 -4.466 0.805 -0.335 1.314
H 0.948 5.782 0.862 -0.318 0.374 0.532
H 1.644 0.403 4.417 0.235 0.238 -0.078
N 2.392 4.534 1.641 0.274 0.107 -1.001
H -2.788 0.676 -1.819 0.215 0.560 -0.605
C 2.602 7.128 1.428 -0.859 -2.193 -0.730
C 3.936 -0.481 -4.001 0.669 -1.087 1.556
H -2.421 0.931 -4.717 -0.764 -0.196 0.151
C 2.314 3.373 0.728 1.088 -0.438 1.570
H -0.990 -1.372 -0.082 0.026 0.469 -0.184
C -4.280 0.140 4.081 0.429 -1.090 0.018
H 5.629 7.791 0.287 0.138 -0.349 0.381
O -0.959 -0.174 -6.241 -0.089 -1.178 0.211
C 2.036 5.718 0.878 -0.187 1.865 -0.331
C -0.149 0.416 -0.713 1.048 -5.051 -0.699
H -3.624 -3.116 0.279 -0.325 -0.090 0.057
H 4.117 -0.167 -5.029 -0.060 -0.076 -0.276
O 2.125 -2.485 2.615 0.665 0.303 0.054
H -5.592 -2.818 5.333 0.668 -0.860 0.123
H 5.724 2.320 -1.278 -0.702 -0.437 -0.259
H 1.435 -2.875 1.115 0.112 0.468 0.446
C -4.200 2.503 2.187 -0.102 0.216 0.136
C -3.723 0.285 2.649 0.742 -2.032 0.432
C -4.849 1.032 -2.605 1.358 1.095 0.237
H -4.856 3.176 1.635 -0.239 -0.453 -0.187
O 4.996 -0.709 -1.816 -1.342 1.097 -2.297
H 3.159 -4.114 1.733 -0.041 0.374 -0.599
H 1.418 0.119 -1.990 -0.188 0.060 0.397
H 3.866 -2.350 -4.442 0.062 -0.914 0.257
H -2.723 -1.378 -6.062 -0.505 0.811 -0.356
C 3.424 3.221 -0.323 -0.714 0.501 -0.767
H 0.297 -3.077 -4.124 -0.287 -0.470 -0.141
H 5.832 4.001 -1.481 -0.341 0.784 0.630
H 2.120 -1.697 -5.532 -0.939 -0.295 -0.237
H -4.442 2.603 3.245 0.089 0.237 0.079
H -4.856 1.911 -1.960 0.313 -0.095 0.421
H -1.767 0.135 0.346 -0.027 -0.539 0.234
N -0.994 -0.362 -0.075 -2.727 -0.103 1.705
H -0.996 -1.199 -7.996 -0.204 -0.333 -0.237
H 3.402 0.324 -3.496 -0.376 -0.106 -0.040
H 0.515 -3.690 2.850 -0.328 -0.155 0.220
H 1.711 -3.654 4.198 -0.204 -0.424 0.099
H 4.040 -2.500 2.103 0.074 -0.418 -0.674
H 2.134 7.972 0.922 -0.299 -0.128 -0.288
H 4.005 -2.338 -0.474 -0.057 0.094 0.166
N -0.542 -1.061 3.569 1.523 -1.346 -0.163
H -1.298 2.438 3.009 0.130 -0.499 -0.224
H 6.657 3.041 -0.140 0.192 0.953 0.062
C 1.377 -3.171 -4.016 -0.862 -1.816 -2.307
H 1.543 -3.492 -2.987 0.451 0.587 0.060
H 6.004 -2.305 -1.379 0.810 -0.464 1.038
O 1.059 -3.098 0.263 -2.171 -0.623 -0.313
H 5.996 -1.250 -3.745 -0.024 -0.577 0.661
H -3.938 -0.469 -1.470 -0.088 -0.449 -0.052
H 0.749 -5.943 -4.436 -0.057 -0.374 -0.545
H 1.285 3.235 0.395 0.258 0.126 -0.409
C 3.306 -3.254 2.387 0.108 0.350 0.937
H -5.415 -2.761 7.139 -0.321 -0.030 0.118
H -4.012 1.025 4.658 -0.208 -0.087 0.253
C -2.191 -0.066 -4.340 -0.129 -2.132 1.333
O -4.356 1.150 1.797 -0.917 1.556 -0.597
H 3.398 3.911 -1.166 -0.172 0.690 0.155
C -3.612 0.153 -2.304 -0.526 -1.685 -0.385
H -3.008 -1.715 -3.273 0.347 0.369 0.334
H 0.842 -0.599 1.994 0.170 -0.238 0.448
O 4.700 3.272 0.279 0.334 0.383 -0.818
N 0.682 -0.311 -1.449 2.328 -2.082 -2.256
O 3.226 -2.641 -0.940 0.234 -0.490 0.206
H -7.373 -1.019 -3.156 -0.199 0.791 0.100
H -0.383 0.557 2.222 -0.585 -0.385 -0.066
C -7.594 -1.599 6.999 -0.160 -1.566 -0.515
H 3.250 2.278 -0.841 0.188 -0.718 0.187
C -5.460 -2.189 6.213 0.549 1.397 -1.115
H 1.434 2.892 -1.645 -0.382 -0.258 0.159
H 0.213 3.257 -2.463 -0.189 -0.186 0.148
H 0.714 -1.315 -1.349 0.008 0.224 -0.055
N -3.171 -0.735 -3.455 -1.035 2.789 0.305
H 0.217 -1.788 -6.891 0.481 0.195 0.108
H -2.018 -4.131 -1.442 -0.199 0.208 0.014
C 4.718 7.199 0.198 -0.662 0.833 -0.351
H -0.356 -2.670 4.897 0.053 0.018 0.226
H -1.251 0.032 -3.797 0.348 0.323 0.104
H 1.728 -2.838 -0.370 0.773 -0.076 -0.146
H 4.203 7.681 -0.633 -0.516 0.165 -0.065
C 1.743 -5.540 -4.242 -0.953 -0.768 0.158
H 2.235 7.093 2.454 0.527 0.473 0.250
O -6.081 0.449 -2.354 -1.087 -0.169 -0.488
H -3.190 2.866 1.997 0.276 -0.140 0.114
H -5.851 -1.535 -2.567 0.120 -0.426 0.114
H -7.191 -1.651 8.011 -0.354 0.294 0.219
O -1.150 -4.532 -1.495 -0.016 -0.321 -0.385
O -0.029 1.567 -0.674 -0.507 6.952 0.726
H 3.358 4.616 1.923 0.276 0.014 0.169
H -4.045 -0.542 6.748 -0.055 -0.222 0.184
N -3.663 -1.057 4.771 -0.302 1.984 -1.905
H -3.812 -0.673 2.137 -0.140 -0.379 0.168
N 3.268 -1.798 -3.845 1.275 1.685 -0.322
H -3.422 -2.200 6.266 0.432 0.137 1.239
C 0.338 -2.033 4.348 -0.820 0.090 -1.791
C 0.241 -0.142 2.779 0.974 2.471 0.443
O 3.997 7.316 1.422 0.712 -0.649 0.137
H 2.532 2.527 1.381 -0.267 -0.336 0.087
H 0.161 3.430 3.081 0.546 -0.273 -0.190
H 1.647 1.594 3.043 0.444 -0.378 -0.213
H -0.986 3.439 4.357 0.118 -0.185 0.420
H -2.180 -3.071 0.731 0.251 -0.142 0.390
H 3.276 -2.215 -1.796 0.263 0.355 -1.048
H -1.118 -0.491 4.172 -0.196 -0.386 0.539
H -4.793 1.504 -3.585 -0.034 -0.455 -0.635
H -0.691 -4.214 -0.718 0.545 0.210 0.303
C -1.886 -0.996 -5.476 1.011 0.920 -1.140
H -8.519 -1.034 6.888 0.701 1.011 -0.015
H 5.638 0.446 -3.453 0.888 0.103 0.466
H 2.518 -6.262 -4.501 0.014 0.269 -0.597
O -2.824 -2.595 0.208 -0.064 0.107 -0.267
H 5.906 -1.009 0.017 -0.683 -0.583 0.054
H -5.864 -0.779 -4.081 -0.109 0.690 -0.227
H 3.717 -3.694 3.296 -0.266 0.116 0.517



Kohn-Sham gap across the listed records, respectively: 8.24, 8.50 eV.
E_LUMO across the listed records, respectively: 2.089, 0.191 eV.
Energy across the listed records, respectively: -3092.215808, -2821.303975 hartree.